H12O14SV2 | ωB97M-V/def2-TZVPD

The geometry in XYZ format:
```
29
H12O14SV2 (ωB97M-V/def2-TZVPD)
O 22.96 11.05 17.90
V 23.41 10.79 19.38
O 22.72 9.45 19.90
O 24.43 13.97 16.40
V 23.47 14.92 17.16
O 22.15 13.98 17.37
S 24.32 14.09 20.13
O 23.85 15.13 19.18
O 25.73 14.19 20.44
O 23.52 14.10 21.36
O 24.09 12.80 19.39
O 20.51 11.65 16.20
H 20.45 10.74 16.49
H 21.25 12.03 16.72
O 22.58 17.01 17.86
H 23.03 17.18 18.71
H 21.83 17.60 17.84
O 25.58 16.37 17.13
H 25.85 17.08 17.72
H 26.40 16.00 16.77
O 22.90 15.89 15.20
H 23.04 16.83 15.05
H 23.11 15.45 14.36
O 19.37 14.71 17.29
H 20.09 14.08 17.42
H 18.63 14.18 17.01
O 26.65 12.75 17.94
H 25.71 12.64 18.15
H 26.67 12.85 16.98
```

E, eV: -91070.20451
Energy above the lowest of the compared OMol25 structures with the same formula, charge and spin, eV: 1.751
HOMO level, eV: -9.04

Results of the Löwdin charge analysis, in e, for atoms 1 through 8:
1. O -0.24
2. V 1.19
3. O -0.31
4. O -0.29
5. V 0.95
6. O -0.31
7. S 0.32
8. O -0.41


H12O5S2 | ωB97M-V/def2-TZVPD

The geometry in XYZ format:
```
19
H12O5S2 (ωB97M-V/def2-TZVPD)
S -2.82 -2.09 -2.23
S -3.55 -0.96 -0.66
H -1.72 -2.50 -1.59
H -2.85 0.17 -0.90
H -0.76 0.04 -3.17
H -0.23 -0.09 -1.79
O -0.43 0.57 -2.45
H 2.50 -0.09 2.68
H 2.94 1.37 2.55
O 3.20 0.47 2.38
H 1.23 -2.34 0.22
H 0.52 -0.97 0.12
O 0.67 -1.80 -0.39
H 1.40 2.61 0.12
H 0.19 2.30 -0.72
O 0.50 2.36 0.18
H -0.28 0.97 1.35
H -0.47 -0.10 2.55
O -0.02 0.10 1.74
```

E, eV: -32102.92243
Energy above the lowest of the compared OMol25 structures with the same formula, charge and spin, eV: 0.454
HOMO level, eV: -9.53
SMILES: SS.O.O.O.O.O

Results of the Löwdin charge analysis, in e, for atoms 1 through 8:
1. S 0.24
2. S 0.23
3. H -0.22
4. H -0.22
5. H 0.02
6. H -0.01
7. O -0.06
8. H 0.01


H12O6 | ωB97M-V/def2-TZVPD

The geometry in XYZ format:
```
18
H12O6 (ωB97M-V/def2-TZVPD)
O -8.02 -15.65 9.31
H -7.07 -15.84 9.11
H -8.14 -15.31 10.23
O -8.96 -14.15 6.97
H -8.47 -14.97 6.82
H -8.30 -13.58 7.36
O -5.31 -16.02 8.99
H -4.93 -15.36 8.45
H -4.80 -15.88 9.77
O -7.53 -16.60 6.62
H -7.89 -16.40 7.51
H -6.70 -16.14 6.45
O -9.13 -13.39 11.85
H -8.69 -12.65 11.42
H -9.61 -12.91 12.49
O -10.22 -13.73 9.29
H -10.18 -13.86 10.24
H -9.58 -14.25 8.84
```

E, eV: -12479.41598
Energy above the lowest of the compared OMol25 structures with the same formula, charge and spin, eV: 1.698
HOMO level, eV: -10.15
SMILES: O.O.O.O.O.O

Results of the Löwdin charge analysis, in e, for atoms 1 through 8:
1. O -0.10
2. H 0.01
3. H 0.07
4. O -0.05
5. H -0.01
6. H 0.04
7. O 0.00
8. H 0.04


H12O6 | ωB97M-V/def2-TZVPD

The geometry in XYZ format:
```
18
H12O6 (ωB97M-V/def2-TZVPD)
O -0.30 2.51 0.70
H -0.30 1.61 0.38
H 0.59 2.64 1.04
O 2.01 -0.83 -0.68
H 2.12 -1.55 -1.30
H 2.74 -0.24 -0.87
O -1.89 0.21 -2.62
H -2.26 0.08 -3.49
H -2.23 -0.52 -2.10
O -0.44 -0.06 -0.08
H -0.91 0.08 -0.90
H 0.38 -0.47 -0.33
O 2.30 -1.60 2.07
H 2.87 -2.19 1.57
H 2.01 -0.95 1.43
O -2.54 0.18 1.76
H -1.71 0.04 1.30
H -2.46 1.07 2.11
```

E, eV: -12479.81229
Energy above the lowest of the compared OMol25 structures with the same formula, charge and spin, eV: 1.301
HOMO level, eV: -10.44
SMILES: O.O.O.O.O.O

Results of the Löwdin charge analysis, in e, for atoms 1 through 8:
1. O -0.06
2. H -0.04
3. H 0.03
4. O -0.02
5. H 0.08
6. H 0.08
7. O -0.04
8. H 0.05


H12O6 | ωB97M-V/def2-TZVPD

The geometry in XYZ format:
```
18
H12O6 (ωB97M-V/def2-TZVPD)
H -0.14 -0.91 0.55
H 1.19 -1.62 0.37
H 0.87 1.77 -3.31
H -0.29 2.17 -2.41
H 0.80 2.27 2.23
H 0.80 3.18 1.01
H -0.98 -2.46 -1.19
H -0.81 -2.40 -2.70
H 3.27 -0.90 0.70
H 2.39 -0.08 -0.23
H -3.17 0.17 2.81
H -1.91 -0.48 2.27
O 0.42 -1.32 -0.12
O -0.09 1.67 -3.21
O 0.21 2.67 1.58
O -1.28 -2.88 -2.00
O 2.79 -0.07 0.65
O -2.31 -0.17 3.09
```

E, eV: -12479.40147
Energy above the lowest of the compared OMol25 structures with the same formula, charge and spin, eV: 1.712
HOMO level, eV: -10.93
SMILES: O.O.O.O.O.O

Results of the Löwdin charge analysis, in e, for atoms 1 through 8:
1. H 0.05
2. H 0.04
3. H 0.03
4. H 0.03
5. H 0.03
6. H 0.03
7. H -0.01
8. H 0.03


H12O6 | ωB97M-V/def2-TZVPD

The geometry in XYZ format:
```
18
H12O6 (ωB97M-V/def2-TZVPD)
O 0.19 0.49 0.92
H 0.35 1.38 0.68
H 0.92 -0.08 0.68
O -1.92 -1.08 0.19
H -1.10 -0.72 -0.19
H -2.52 -1.09 -0.55
O 2.00 -1.26 0.07
H 1.71 -1.98 0.65
H 2.95 -1.31 0.23
O -0.76 -1.18 2.97
H -0.69 -0.56 2.22
H -1.71 -1.41 3.03
O 0.23 -0.68 -2.10
H 0.50 0.05 -2.71
H 0.99 -0.84 -1.54
O -0.17 3.08 -1.53
H -0.21 3.82 -2.19
H -0.76 3.36 -0.81
```

E, eV: -12479.83460
Energy above the lowest of the compared OMol25 structures with the same formula, charge and spin, eV: 1.279
HOMO level, eV: -10.18
SMILES: O.O.O.O.O.O

Results of the Löwdin charge analysis, in e, for atoms 1 through 8:
1. O -0.04
2. H 0.03
3. H 0.00
4. O -0.07
5. H -0.01
6. H 0.03
7. O -0.04
8. H 0.10